--- A ---
This record from the OMol25 dataset describes 6 unconnected molecules or ions with the total composition C18H48O18S6. The level of theory is ωB97M-V/def2-TZVPD.

Geometry as ORCA input:
```
! wB97M-V def2-TZVPD RIJCOSX def2/J DEFGRID3
* xyz 0 1
S 9.32 4.63 7.58
S 8.84 9.58 3.76
S 10.17 5.92 2.19
S 7.47 5.85 -2.38
S 13.14 3.51 -3.65
S 6.01 4.85 2.54
O 7.83 6.10 -3.77
O 9.55 7.04 1.53
O 9.37 5.09 3.11
O 8.82 8.24 4.30
O 10.91 4.52 8.18
O 7.78 7.17 -1.39
O 12.73 4.64 -4.49
O 6.16 5.38 -2.07
O 5.73 6.16 3.18
O 4.53 4.16 2.34
O 8.82 3.32 7.12
O 10.97 4.89 1.15
O 8.55 10.73 5.00
O 8.59 5.38 8.58
O 9.90 9.94 2.83
O 12.25 2.36 -3.70
O 13.32 4.07 -2.04
O 6.77 4.73 1.31
C 7.63 12.87 5.00
C 7.19 9.62 2.93
C 4.27 3.32 1.26
C 8.87 8.02 -1.63
C 13.83 5.39 -1.89
C 13.85 5.88 -0.43
C 14.90 3.03 -4.19
C 9.76 5.79 6.18
C 6.66 3.75 3.86
C 2.91 2.68 1.70
C 8.87 12.09 4.66
C 12.65 2.91 0.99
C 8.68 9.22 -0.69
C 11.56 6.49 3.05
C 12.71 4.69 6.74
C 8.72 4.76 -1.64
C 11.29 3.54 1.41
C 11.81 3.77 7.46
H 15.23 2.18 -3.59
H 10.38 6.58 6.59
H 8.72 9.07 0.39
H 13.69 4.34 7.08
H 9.77 7.52 -1.29
H 10.54 2.88 0.98
H 12.49 2.84 -0.09
H 2.17 3.46 1.86
H 12.38 3.19 8.19
H 15.55 3.90 -4.09
H 2.94 2.06 2.60
H 12.59 4.63 5.66
H 6.85 10.64 3.09
H 7.61 13.84 4.51
H 6.51 9.00 3.51
H 6.96 2.91 3.23
H 14.05 6.95 -0.38
H 8.93 6.28 5.67
H 13.47 3.50 1.41
H 9.54 9.89 -0.79
H 11.39 3.29 2.46
H 13.22 5.97 -2.59
H 9.14 12.15 3.61
H 12.64 1.87 1.30
H 12.12 5.63 3.42
H 7.22 9.29 1.90
H 14.85 5.40 -2.28
H 14.49 5.33 0.26
H 9.63 12.61 5.24
H 10.29 5.22 5.42
H 8.71 3.77 -2.08
H 7.79 9.83 -0.87
H 6.73 12.31 4.71
H 7.72 13.10 6.06
H 11.11 7.18 3.77
H 8.40 4.58 -0.61
H 12.61 5.71 7.10
H 5.10 2.61 1.26
H 12.00 7.09 2.26
H 5.89 3.44 4.57
H 4.21 3.66 0.23
H 9.00 8.53 -2.59
H 7.55 4.12 4.36
H 15.00 2.60 -5.18
H 2.56 2.17 0.80
H 9.65 5.34 -1.66
H 12.79 5.77 -0.18
H 11.38 3.08 6.74
*
```

LUMO level ... 0.10 eV
HOMO energy ... -10.73 eV
Kohn-Sham gap ... 0.3977 Ha
SMILES ... CCOS(C)(=O)=O.CCOS(C)(=O)=O.CCOS(C)(=O)=O.CCOS(C)(=O)=O.CCOS(C)(=O)=O.CCOS(C)(=O)=O

=====

--- B ---
This record from the OMol25 dataset describes 6 unconnected molecules or ions with the total composition C18H48O18S6. The level of theory is ωB97M-V/def2-TZVPD.

Geometry as ORCA input:
```
! wB97M-V def2-TZVPD RIJCOSX def2/J DEFGRID3
* xyz 0 1
S -0.91 -0.70 -5.94
S -4.77 1.19 -0.86
S 0.54 1.71 -1.41
S -2.91 -1.41 2.10
S 1.26 4.46 3.54
S 5.32 -2.68 2.30
O -2.35 -1.21 0.76
O 6.49 -2.02 2.91
O -1.95 -2.38 3.04
O 0.13 2.09 -2.76
O -1.47 -2.06 -5.77
O -4.29 -1.95 2.32
O 1.93 1.99 -0.98
O -0.86 -0.06 -7.25
O -4.59 2.04 0.32
O 5.04 -4.12 2.46
O 0.24 0.06 -1.23
O 5.34 -2.31 0.69
O 0.60 -0.68 -5.22
O -5.61 2.18 -1.91
O 0.75 5.81 3.61
O 1.08 3.64 2.33
O -3.64 0.58 -1.57
O 2.88 4.72 3.79
C -2.87 0.16 3.02
C -0.71 2.37 -0.14
C 0.73 -0.54 -0.03
C -1.81 0.55 -4.81
C -0.98 -4.15 1.83
C 0.73 3.48 5.07
C -1.97 -3.78 2.94
C 3.75 2.30 3.87
C 1.10 -2.83 -4.19
C -6.05 -0.20 -0.50
C -6.62 2.89 -3.88
C 0.72 -1.36 -3.92
C -5.68 1.82 -3.30
C 3.73 -1.69 2.60
C 6.26 -1.53 -1.38
C 3.78 3.79 3.26
C 6.33 -1.51 0.19
C 1.09 -1.96 -0.41
H -6.79 2.75 -4.94
H 1.10 2.46 4.91
H 6.16 -2.55 -1.77
H 7.30 -1.92 0.48
H -0.98 3.40 -0.35
H -0.21 -1.25 -3.37
H 4.80 4.17 3.24
H -7.54 3.14 -3.34
H -5.94 -0.29 0.58
H -4.72 1.91 -3.80
H -1.86 0.57 2.93
H -1.08 -5.23 1.70
H -2.87 0.51 -5.05
H -1.65 -4.14 3.92
H 3.47 2.29 4.93
H -1.30 -3.72 0.88
H 4.76 1.88 3.90
H 2.08 -1.82 -0.86
H -0.33 2.12 0.85
H -3.58 0.79 2.50
H -0.10 -0.56 0.67
H 4.01 -0.66 2.36
H 1.18 -2.63 0.45
H 0.32 -2.45 -1.01
H 0.32 -3.44 -4.65
H -5.62 -1.12 -0.90
H 5.41 -0.93 -1.70
H 1.09 3.92 5.99
H 3.02 -2.16 1.93
H -1.62 1.79 -0.28
H 2.04 -2.90 -4.75
H 0.03 -3.91 2.17
H 1.45 -0.88 -3.27
H -3.24 0.00 4.03
H 7.16 -1.13 -1.84
H -1.33 1.51 -4.99
H 6.30 -0.51 0.60
H 1.55 0.01 0.43
H -6.02 3.80 -3.91
H 3.56 -1.87 3.66
H -0.35 3.33 5.10
H 3.08 1.59 3.39
H 3.62 3.64 2.19
H -1.73 0.39 -3.74
H -3.02 -4.04 2.82
H -6.01 0.78 -3.36
H -7.02 0.12 -0.88
H 1.31 -3.44 -3.31
*
```

LUMO level ... -0.24 eV
HOMO energy ... -10.66 eV
Kohn-Sham gap ... 0.3832 Ha
SMILES ... CCOS(C)(=O)=O.CCOS(C)(=O)=O.CCOS(C)(=O)=O.CCOS(C)(=O)=O.CCOS(C)(=O)=O.CCOS(C)(=O)=O

=====

Which of them is most stable, and which least? Most stable: B; least stable: A.

=====

--- A ---
This record from the OMol25 dataset describes 2 unconnected molecules or ions with the total composition C4H8N2O3. The level of theory is ωB97M-V/def2-TZVPD.

Geometry as ORCA input:
```
! wB97M-V def2-TZVPD RIJCOSX def2/J DEFGRID3
* xyz 0 1
O 1.30 -0.47 -1.81
O -0.74 0.49 -1.99
O -0.37 -1.14 1.10
N -0.27 -2.68 -0.64
N 0.47 0.65 0.02
C 0.25 2.08 1.93
C 0.16 0.08 -1.29
C 0.24 1.80 0.47
C -0.86 -1.63 0.04
H 0.74 -2.62 -0.72
H 1.11 -0.69 -2.74
H 0.01 2.62 -0.22
H -1.93 -1.52 -0.16
H 1.06 2.77 2.16
H -0.68 2.57 2.22
H 0.37 1.16 2.49
H -0.85 -3.47 -0.86
*
```

LUMO level ... 0.13 eV
HOMO energy ... -8.54 eV
Kohn-Sham gap ... 0.3186 Ha
SMILES ... C/C=N/C(=O)O.NC=O

=====

--- B ---
This record from the OMol25 dataset describes a single C4H8N2O3 molecule. The level of theory is ωB97M-V/def2-TZVPD.

Geometry as ORCA input:
```
! wB97M-V def2-TZVPD RIJCOSX def2/J DEFGRID3
* xyz 0 1
O 1.27 0.30 1.44
O -2.33 -1.70 -0.12
O -1.48 -0.55 1.68
N -1.06 1.80 -0.08
N 2.36 -1.04 -0.03
C 0.30 -0.11 -0.80
C -1.70 -0.75 0.33
C -1.13 0.44 -0.53
C 1.30 -0.24 0.33
H -0.12 1.85 0.35
H -1.77 2.08 0.58
H 3.24 -0.84 0.45
H 2.40 -1.32 -0.99
H 0.29 -1.02 -1.41
H -1.60 0.47 -1.53
H 0.74 0.54 -1.54
H -0.69 0.07 1.86
*
```

LUMO level ... 0.49 eV
HOMO energy ... -9.70 eV
Kohn-Sham gap ... 0.3744 Ha
SMILES ... NC(=O)C[C@H](N)C(=O)O

=====

--- C ---
This record from the OMol25 dataset describes a molecular structure, C4H8N2O3. The level of theory is ωB97M-V/def2-TZVPD.

Geometry as ORCA input:
```
! wB97M-V def2-TZVPD RIJCOSX def2/J DEFGRID3
* xyz 0 1
O -2.95 -0.51 -0.42
O 1.13 -1.08 -0.87
O -0.89 -0.43 -2.14
N 1.60 0.54 0.95
N 1.68 1.46 -0.05
C -1.15 0.35 1.63
C -1.78 -0.53 -0.56
C 0.66 -0.86 0.37
C -0.73 -0.42 0.62
H 2.20 1.17 -0.88
H -1.65 -0.49 -2.73
H 0.76 1.79 -0.35
H 0.32 -0.93 -1.77
H -0.46 0.90 2.25
H 0.92 -1.68 1.05
H -2.20 0.53 1.78
H 2.54 0.17 1.11
*
```

LUMO level (spin up / spin down) ... -0.30 / -0.30 eV
HOMO energy (spin up / spin down) ... -7.66 / -7.66 eV
Kohn-Sham gap (spin up / spin down) ... 0.2704 / 0.2704 Ha

=====

Which of them is most stable, and which least? Most stable: B; least stable: C.

=====

--- A ---
This record from the OMol25 dataset describes a single C4H8N2O3 molecule. The level of theory is ωB97M-V/def2-TZVPD.

Geometry as ORCA input:
```
! wB97M-V def2-TZVPD RIJCOSX def2/J DEFGRID3
* xyz 0 1
O -2.29 1.14 0.07
O 1.69 -0.33 1.36
O 2.12 -1.08 -0.71
N -0.06 1.38 0.03
N -2.15 -1.66 0.14
C -0.97 -0.98 -0.50
C -1.17 0.61 -0.02
C 1.72 -0.15 -0.01
C 1.18 1.13 -0.63
H -2.72 -0.81 0.37
H 0.04 -1.13 -0.13
H 1.56 0.49 1.79
H 1.21 0.88 -1.64
H -0.34 2.22 0.54
H -1.75 -2.00 1.00
H -0.83 -1.38 -1.52
H 1.62 2.15 -0.47
*
```

LUMO level ... 0.13 eV
HOMO energy ... -9.72 eV
Kohn-Sham gap ... 0.3617 Ha
SMILES ... NCC(=O)NCC(=O)O

=====

--- B ---
This record from the OMol25 dataset describes a single C4H8N2O3 molecule. The level of theory is ωB97M-V/def2-TZVPD.

Geometry as ORCA input:
```
! wB97M-V def2-TZVPD RIJCOSX def2/J DEFGRID3
* xyz 0 1
O 1.72 -0.18 -1.46
O -1.66 -1.46 -0.90
O 3.29 0.40 -0.06
N -1.18 1.68 -0.41
N 0.16 -1.23 0.39
C -1.60 0.58 0.43
C 2.21 -0.08 -0.28
C 1.28 -0.41 0.91
C -1.08 -0.73 -0.04
H 0.39 -2.00 -0.16
H -0.98 1.11 -1.18
H 1.78 -1.06 1.59
H -1.31 0.65 1.45
H 0.70 -0.27 -1.43
H -2.67 0.44 0.35
H -1.97 2.18 -0.73
H 0.93 0.39 1.51
*
```

LUMO level ... 0.42 eV
HOMO energy ... -10.08 eV
Kohn-Sham gap ... 0.3860 Ha
SMILES ... NCC(=O)NCC(=O)O

=====

--- C ---
This record from the OMol25 dataset describes a single C4H8N2O3 molecule. The level of theory is ωB97M-V/def2-TZVPD.

Geometry as ORCA input:
```
! wB97M-V def2-TZVPD RIJCOSX def2/J DEFGRID3
* xyz 0 1
O -2.90 0.54 1.54
O -0.82 -0.45 -3.04
O 2.69 0.26 0.02
N -0.42 0.16 -1.82
N -1.48 0.68 1.67
C 1.24 0.36 -0.04
C 0.68 -0.37 1.17
C -0.81 -0.36 1.20
C 0.74 -0.23 -1.34
H -1.69 -0.12 -3.37
H 1.30 -1.00 -1.84
H -3.24 1.08 0.82
H 1.02 0.10 2.09
H 3.07 0.60 0.85
H 0.98 -1.42 1.19
H -1.33 -1.23 0.81
H 0.96 1.40 0.07
*
```

LUMO level ... 0.75 eV
HOMO energy ... -9.82 eV
Kohn-Sham gap ... 0.3885 Ha
SMILES ... O/N=C/C[C@@H](O)/C=N/O

=====

Which of them is most stable, and which least? Most stable: B; least stable: C.